[1]
Molecular formula: C28H33N5OsSSi2
Method: DFT, ωB97M-V with the def2-TZVPD basis set

Net charge: +2
Multiplicity: 1
Total energy in eV: -66068.9835
LUMO in eV: -6.6

Geometry (Å):
Os1 -0.675131 0.099920 0.290647
C1 -3.219717 2.665380 0.849821
Si1 -1.653487 1.886142 1.504474
C2 -0.506936 3.298623 1.895269
C3 -1.841000 0.650215 2.931801
C4 -2.201418 1.248543 4.144202
C5 -2.380008 0.505663 5.303727
C6 -2.157616 -0.858750 5.281648
C7 -1.752592 -1.470514 4.101986
C8 -1.607479 -0.752230 2.908758
Si2 -0.998905 -1.915183 1.523984
C9 -2.155256 -3.242761 0.921960
C10 0.595567 -2.755305 2.008260
H1 -3.583061 3.375278 1.598966
H2 -4.045083 2.003184 0.610885
H3 -2.976700 3.252302 -0.040583
H4 -1.053310 4.047139 2.476354
H5 -0.201712 3.782451 0.963642
H6 0.392416 3.032241 2.447031
H7 -2.360804 2.321708 4.190012
H8 -2.686528 0.996318 6.218067
H9 -2.289623 -1.450184 6.178077
H10 -1.556382 -2.539056 4.123098
H11 -2.411937 -3.900203 1.757526
H12 -1.596127 -3.850914 0.205517
H13 -3.077497 -2.926061 0.447313
H14 0.393751 -3.775033 2.344539
H15 1.112161 -2.227631 2.810652
H16 1.278124 -2.829303 1.158246
C11 -5.013812 -0.142954 -4.240927
C12 -4.225465 -0.166225 -2.980760
C13 -4.733928 -0.334858 -1.722688
C14 -3.886653 -0.334151 -0.600189
N1 -2.566716 -0.145825 -0.756799
C15 -2.081349 0.022204 -1.998744
S1 -0.390689 0.283179 -1.969348
N2 -2.875012 0.010168 -3.076737
C16 -4.461195 -0.549314 0.754747
H17 -6.051572 -0.397172 -4.046189
H18 -4.607377 -0.852848 -4.963603
H19 -4.978303 0.853176 -4.688212
H20 -5.796232 -0.473163 -1.587731
H21 -2.454786 0.149946 -3.989602
H22 -5.439631 -0.077428 0.831960
H23 -3.803302 -0.185873 1.539799
H24 -4.612173 -1.617582 0.913881
N3 5.804908 0.822381 3.472500
C17 7.180212 0.778722 3.417761
C18 8.165289 0.993772 4.380139
C19 9.468174 0.859598 3.957692
C20 9.790461 0.523713 2.625518
C21 8.816292 0.313652 1.680872
C22 7.483601 0.445920 2.088132
N4 6.323645 0.298250 1.362444
C23 5.355725 0.528341 2.209908
C24 3.956575 0.465950 1.822395
C25 3.641973 0.212286 0.483586
C26 2.329674 0.151028 0.095952
N5 1.295729 0.322746 0.951580
C27 1.599103 0.555412 2.244601
C28 2.891180 0.637034 2.708758
H25 5.257117 1.057051 4.280515
H26 7.926709 1.251967 5.403189
H27 10.270519 1.015490 4.665957
H28 10.832107 0.431435 2.350076
H29 9.056223 0.055879 0.658668
H30 4.438577 0.068692 -0.232133
H31 2.084871 -0.048822 -0.937781
H32 0.766816 0.662870 2.926797
H33 3.043708 0.824190 3.762465

Atoms 1-6, force components in eV/Å:
0.1 -0.2 0.5
0.0 0.1 0.0
-0.1 -0.1 -0.1
0.0 0.0 0.0
-0.1 0.1 0.1
0.0 0.0 0.0

[2]
Molecular formula: C28H33NO12S
Method: DFT, ωB97M-V with the def2-TZVPD basis set

Net charge: 0
Multiplicity: 1
Total energy in eV: -66467.5503
LUMO in eV: 0.3
Structure (SMILES): CC(C)Cc1ccc2c(c1)Sc1ccccc1N2.O=C1OCCO1.O=C1OCCO1.O=C1OCCO1.O=C1OCCO1

Geometry (Å):
C1 6.011836 0.255298 0.662155
C2 4.568710 0.286998 0.121729
C3 4.418349 -0.607583 -1.101802
C4 4.122412 1.730337 -0.169126
C5 2.634825 1.884002 -0.284468
C6 2.002842 1.821914 -1.527327
C7 0.627626 1.915461 -1.635041
C8 -0.153721 2.065594 -0.496724
C9 0.453355 2.072007 0.747764
C10 1.847375 2.005003 0.855337
S1 -0.588639 2.059615 2.177186
C11 -1.769878 0.911296 1.530038
C12 -2.226221 -0.159628 2.286488
C13 -3.056799 -1.093253 1.698919
C14 -3.453756 -0.943945 0.381629
C15 -3.009634 0.132763 -0.366468
C16 -2.156904 1.053748 0.202939
N1 -1.586673 2.094584 -0.604290
H1 6.618475 -0.464374 0.111435
H2 6.492822 1.228962 0.585036
H3 6.034551 -0.057281 1.705925
H4 3.900056 -0.102551 0.894600
H5 5.116053 -0.305481 -1.885796
H6 3.409152 -0.581721 -1.517033
H7 4.628655 -1.645619 -0.841331
H8 4.580389 2.073560 -1.101099
H9 4.511790 2.378162 0.617702
H10 2.619184 1.670865 -2.406958
H11 0.109673 1.853153 -2.583504
H12 2.307917 2.011057 1.836744
H13 -1.879404 -0.295975 3.301722
H14 -3.362627 -1.978413 2.238372
H15 -4.091475 -1.690611 -0.073661
H16 -3.295418 0.244828 -1.403088
H17 -1.918087 2.993356 -0.258465
C17 -1.329594 -5.132957 -1.227470
C18 -2.633531 -4.366694 -1.362790
O1 -3.063098 -4.256795 0.002238
C19 -1.978137 -4.369834 0.804367
O2 -1.973185 -4.131801 1.968531
O3 -0.905696 -4.768172 0.092560
H18 -0.570374 -4.842331 -1.948095
H19 -1.476902 -6.213358 -1.258964
H20 -2.484206 -3.362211 -1.762162
H21 -3.391940 -4.884840 -1.942229
C20 2.552871 6.717268 0.002795
C21 3.040309 5.417789 0.616813
O4 4.096487 5.040983 -0.275015
C22 4.550526 6.151198 -0.905495
O5 5.522978 6.196440 -1.580971
O6 3.731291 7.198817 -0.653903
H22 2.212605 7.449459 0.728921
H23 1.778837 6.558274 -0.749757
H24 3.458462 5.565856 1.614598
H25 2.288273 4.633957 0.651330
C23 -5.728207 -3.344923 5.086956
C24 -5.649499 -2.220865 4.069593
O7 -6.855770 -1.496360 4.327396
C25 -7.253394 -1.750023 5.597062
O8 -8.121969 -1.175456 6.163025
O9 -6.514337 -2.753369 6.126635
H26 -4.763534 -3.648489 5.482886
H27 -6.257216 -4.217774 4.701358
H28 -4.799213 -1.560202 4.244856
H29 -5.638899 -2.563697 3.038819
C26 1.158640 -0.907292 -4.764432
C27 -0.357550 -0.837547 -4.753777
O10 -0.724733 -2.212699 -4.606465
C28 0.305745 -2.871006 -4.025520
O11 0.243905 -3.975359 -3.596069
O12 1.406842 -2.085536 -3.990183
H30 1.612924 -0.039280 -4.293563
H31 1.565559 -1.044095 -5.766906
H32 -0.736858 -0.284931 -3.891788
H33 -0.785222 -0.428274 -5.664722

Atoms 1-6, force components in eV/Å:
-0.1 -0.2 0.0
0.0 0.0 0.1
-0.1 -0.1 0.0
0.2 0.0 -0.1
-0.1 0.0 0.1
0.2 0.0 0.0

[3]
Molecular formula: C28H34BiGe2IO3P
Method: DFT, ωB97M-V with the def2-TZVPD basis set

Net charge: +2
Multiplicity: 2
Total energy in eV: -171976.6611
Energy relative to the best compared isomer or geometry (same formula, charge and spin) in kJ/mol: 35.6
LUMO (alpha / beta) in eV: -6.8 / -8.6

Geometry (Å):
Bi1 0.917699 -0.661286 0.172628
I1 3.372817 -0.022431 -1.164306
C1 2.616671 -0.949621 -2.919819
C2 3.493987 -1.084719 -3.949285
C3 3.024207 -1.660863 -5.149739
C4 1.718086 -2.037754 -5.255438
C5 0.811124 -1.875891 -4.178759
C6 -0.556871 -2.227257 -4.323239
C7 -1.444476 -2.059528 -3.301686
C8 -0.994547 -1.569036 -2.058866
C9 0.320835 -1.217050 -1.877862
C10 1.258786 -1.337553 -2.941716
H1 4.522904 -0.760760 -3.868813
H2 3.708570 -1.787934 -5.977293
H3 1.348232 -2.467423 -6.178085
H4 -0.885324 -2.627895 -5.274824
H5 -2.488947 -2.308926 -3.433546
H6 -1.710678 -1.467327 -1.248292
C11 -0.762244 5.025692 -0.959698
Ge1 0.335105 3.492687 -1.392466
C12 -0.168302 2.555611 -3.018389
C13 2.222767 3.930461 -1.378293
Ge2 -0.239233 1.842666 0.379756
C14 -1.986786 1.006750 0.287084
C15 -2.323245 -0.137471 1.019894
C16 -3.606909 -0.662231 0.953482
C17 -4.564327 -0.050389 0.153971
C18 -4.236620 1.075568 -0.591137
C19 -2.950098 1.596667 -0.534538
C20 0.192101 2.335001 2.193375
C21 1.185852 3.297289 2.402402
C22 1.497120 3.724814 3.685262
C23 0.828156 3.179966 4.773347
C24 -0.155811 2.215508 4.580719
C25 -0.476377 1.796840 3.299131
H7 -0.517989 5.798676 -1.691043
H8 -0.538087 5.402479 0.037093
H9 -1.824784 4.799368 -1.028702
H10 0.037659 3.187950 -3.883909
H11 -1.229706 2.308907 -3.015944
H12 0.407459 1.633269 -3.116501
H13 2.337181 4.820514 -2.000998
H14 2.821533 3.132047 -1.811927
H15 2.597522 4.168130 -0.385241
H16 -1.598096 -0.632222 1.662466
H17 -3.865607 -1.538169 1.535313
H18 -5.569081 -0.450551 0.115022
H19 -4.982574 1.547262 -1.217531
H20 -2.706512 2.471351 -1.126384
H21 1.712670 3.727973 1.559465
H22 2.253541 4.483828 3.836497
H23 1.062237 3.519458 5.773978
H24 -0.682497 1.803383 5.432005
H25 -1.274057 1.076745 3.161726
C26 2.219785 -5.124931 3.177365
O1 0.958557 -4.544418 2.755059
P1 0.928542 -3.190929 1.924412
O2 -0.651959 -3.097778 1.589048
C27 -1.281565 -4.156320 0.830694
O3 1.031180 -1.990535 2.981165
C28 0.435684 -2.043749 4.302001
H26 1.970328 -5.907090 3.884719
H27 2.847323 -4.379684 3.663462
H28 2.739043 -5.553278 2.323464
H29 -2.306423 -3.846291 0.654330
H30 -1.269718 -5.080518 1.402886
H31 -0.772351 -4.304078 -0.123336
H32 0.885460 -1.240630 4.875680
H33 0.641973 -3.002297 4.772510
H34 -0.640900 -1.900050 4.226190

Atoms 1-6, force components in eV/Å:
0.1 -0.4 -0.1
0.2 -0.1 -0.1
0.0 0.1 0.3
-0.1 -0.1 -0.2
0.1 0.0 0.0
0.0 0.0 0.0